The following is a DFT calculation (ωB97M-V/def2-TZVPD) of C22H38CsN3O8P2 as an isolated structure.

Properties
Relative energy (zero: lowest compared OMol25 entry of this formula, charge and spin) = 10.7 kJ/mol
Gap between HOMO and LUMO = 0.28842 hartree

CARTESIAN COORDINATES (ANGSTROEM)
Cs (0.65, 0.49, -1.89)
C (3.50, -2.88, 1.75)
C (2.88, -1.88, 0.81)
C (3.39, -2.02, -0.61)
O (1.43, -2.11, 0.78)
P (0.46, -1.21, 1.62)
O (0.40, 0.22, 1.26)
C (-1.10, -2.09, 1.49)
P (-2.02, -1.91, -0.06)
O (-1.14, -1.88, -1.23)
O (-2.99, -0.67, 0.15)
C (-2.79, 0.68, -0.38)
C (-3.53, 1.59, 0.57)
C (-3.31, 0.75, -1.80)
O (-3.00, -3.14, -0.07)
C (-4.34, -3.31, 0.47)
C (-4.44, -2.88, 1.92)
C (-5.36, -2.64, -0.43)
O (0.92, -1.44, 3.13)
C (0.89, -0.36, 4.10)
C (1.81, -0.78, 5.22)
C (-0.53, -0.11, 4.56)
H (4.58, -2.72, 1.82)
H (3.33, -3.89, 1.38)
H (3.07, -2.79, 2.75)
H (3.05, -0.86, 1.16)
H (3.04, -2.96, -1.04)
H (4.48, -2.03, -0.60)
H (3.09, -1.20, -1.26)
H (-1.72, -1.77, 2.32)
H (-0.89, -3.16, 1.62)
H (-1.73, 0.92, -0.34)
H (-4.60, 1.37, 0.57)
H (-3.38, 2.62, 0.27)
H (-3.15, 1.48, 1.58)
H (-4.38, 0.53, -1.83)
H (-2.79, 0.04, -2.45)
H (-3.14, 1.76, -2.19)
H (-4.48, -4.39, 0.41)
H (-4.31, -1.80, 2.01)
H (-3.69, -3.39, 2.53)
H (-5.42, -3.14, 2.30)
H (-5.28, -1.55, -0.36)
H (-6.36, -2.94, -0.13)
H (-5.21, -2.93, -1.47)
H (1.27, 0.54, 3.60)
H (1.45, -1.69, 5.70)
H (1.87, 0.01, 5.98)
H (2.82, -0.96, 4.84)
H (-0.95, -1.02, 4.99)
H (-1.15, 0.22, 3.73)
H (-0.54, 0.67, 5.32)
O (2.26, 0.06, -5.08)
C (2.38, 1.14, -4.47)
O (1.51, 2.01, -4.22)
C (3.74, 1.37, -3.83)
C (4.91, 1.42, -4.59)
C (6.12, 1.62, -3.96)
C (6.14, 1.74, -2.57)
C (4.94, 1.64, -1.89)
N (3.76, 1.48, -2.49)
H (4.84, 1.29, -5.66)
H (7.04, 1.68, -4.53)
H (7.07, 1.89, -2.03)
H (4.92, 1.71, -0.81)
N (-2.04, 4.60, -1.30)
C (-1.74, 5.64, -2.11)
C (-0.56, 5.32, -2.73)
C (-0.22, 4.06, -2.22)
N (-1.12, 3.62, -1.35)
H (-2.84, 4.51, -0.69)
H (-2.38, 6.50, -2.17)
H (-0.02, 5.91, -3.45)
H (0.63, 3.45, -2.46)

The following is a DFT calculation (ωB97M-V/def2-TZVPD) of C22H38N2Si4Ti as an isolated structure.

Properties
Relative energy (zero: lowest compared OMol25 entry of this formula, charge and spin) = 0.0 kJ/mol
Gap between HOMO and LUMO (spin up / spin down) = 0.25572 / 0.26629 hartree
Net charge = -1
Expectation value of S² = 0.755
Spin multiplicity = 2

CARTESIAN COORDINATES (ANGSTROEM)
Ti (-0.19, -0.04, -0.40)
C (-2.35, -1.36, -4.57)
Si (-1.11, -0.79, -3.25)
C (0.32, -2.05, -3.21)
C (-0.39, 0.84, -3.94)
N (-1.61, -0.59, -1.64)
C (-2.85, -0.26, -1.08)
C (-4.07, -0.69, -1.59)
C (-5.28, -0.31, -1.02)
C (-5.29, 0.52, 0.08)
C (-4.08, 0.94, 0.63)
C (-2.85, 0.55, 0.10)
N (-1.62, 0.90, 0.64)
Si (-1.39, 1.64, 2.16)
C (-1.80, 3.49, 2.24)
C (-2.33, 0.77, 3.58)
C (0.44, 1.52, 2.62)
H (-1.87, -1.42, -5.54)
H (-3.18, -0.66, -4.65)
H (-2.76, -2.35, -4.33)
H (0.50, -2.49, -4.20)
H (0.09, -2.86, -2.52)
H (1.24, -1.57, -2.88)
H (0.25, 0.66, -4.81)
H (0.20, 1.33, -3.17)
H (-1.19, 1.52, -4.24)
H (-4.07, -1.34, -2.46)
H (-6.21, -0.66, -1.45)
H (-6.22, 0.85, 0.51)
H (-4.08, 1.59, 1.50)
H (-2.86, 3.70, 2.07)
H (-1.23, 4.04, 1.48)
H (-1.53, 3.90, 3.22)
H (-3.09, 0.09, 3.19)
H (-2.82, 1.48, 4.25)
H (-1.63, 0.17, 4.17)
H (1.06, 2.19, 2.02)
H (0.81, 0.51, 2.50)
H (0.58, 1.79, 3.67)
C (2.34, 2.91, -0.48)
Si (2.11, 0.99, -0.69)
C (3.40, 0.63, -2.09)
C (3.01, 0.17, 0.83)
C (4.12, 0.79, 1.40)
C (4.74, 0.29, 2.54)
C (4.25, -0.87, 3.12)
C (3.17, -1.52, 2.55)
C (2.53, -1.02, 1.41)
Si (1.00, -1.98, 0.67)
C (1.94, -3.46, -0.14)
C (0.09, -2.78, 2.17)
H (3.00, 3.18, 0.34)
H (1.37, 3.37, -0.27)
H (2.73, 3.35, -1.39)
H (4.40, 0.90, -1.76)
H (3.17, 1.20, -2.99)
H (3.41, -0.43, -2.36)
H (4.52, 1.70, 0.95)
H (5.58, 0.81, 2.98)
H (4.71, -1.26, 4.03)
H (2.81, -2.44, 3.00)
H (2.56, -3.97, 0.60)
H (2.60, -3.08, -0.93)
H (1.26, -4.19, -0.58)
H (0.73, -3.38, 2.83)
H (-0.72, -3.42, 1.82)
H (-0.36, -1.99, 2.78)

The following is a DFT calculation (ωB97M-V/def2-TZVPD) of C22H38O7 in the gas phase.

Properties
Relative energy (zero: lowest compared OMol25 entry of this formula, charge and spin) = 36.8 kJ/mol
SMILES = CCCCCCCCCCCCCCCC(=O)OC[C@H](O)[C@H]1OC(=O)C(O)=C1O
Gap between HOMO and LUMO = 0.34640 hartree

CARTESIAN COORDINATES (ANGSTROEM)
C (0.22, -0.25, 9.19)
H (1.30, -0.12, 9.23)
C (-0.13, -1.52, 8.44)
C (0.39, -1.50, 7.00)
C (0.01, -2.76, 6.24)
C (0.62, -2.84, 4.84)
C (0.07, -1.79, 3.88)
C (0.61, -1.93, 2.46)
C (0.01, -3.12, 1.70)
C (0.59, -3.30, 0.30)
C (0.21, -2.19, -0.67)
C (0.70, -2.48, -2.09)
C (0.32, -1.37, -3.06)
C (0.82, -1.66, -4.48)
C (0.34, -0.64, -5.51)
H (0.67, -0.97, -6.50)
H (-0.75, -0.60, -5.51)
C (0.87, 0.77, -5.25)
C (0.08, 1.49, -4.20)
O (-1.12, 1.50, -4.12)
O (0.88, 2.18, -3.37)
C (0.27, 2.99, -2.38)
H (-0.80, 2.74, -2.31)
H (0.76, 2.77, -1.43)
C (0.47, 4.49, -2.68)
O (0.16, 5.27, -1.57)
H (-0.80, 5.27, -1.44)
C (-0.35, 4.98, -3.90)
C (-1.82, 4.68, -3.81)
C (-2.20, 3.97, -4.89)
C (-1.00, 3.76, -5.71)
O (-0.93, 3.16, -6.75)
O (0.05, 4.36, -5.11)
O (-3.42, 3.50, -5.22)
H (-3.31, 2.91, -5.98)
O (-2.54, 5.10, -2.74)
H (-3.45, 4.81, -2.85)
H (-0.17, 6.06, -3.99)
H (1.53, 4.65, -2.90)
H (1.93, 0.76, -4.96)
H (0.76, 1.37, -6.16)
H (0.46, -2.65, -4.78)
H (1.91, -1.70, -4.48)
H (-0.76, -1.25, -3.08)
H (0.76, -0.43, -2.71)
H (0.26, -3.43, -2.43)
H (1.78, -2.61, -2.08)
H (0.64, -1.24, -0.34)
H (-0.88, -2.08, -0.68)
H (1.68, -3.37, 0.37)
H (0.23, -4.25, -0.10)
H (-1.08, -2.98, 1.63)
H (0.18, -4.03, 2.27)
H (1.70, -2.04, 2.49)
H (0.39, -1.02, 1.91)
H (-1.02, -1.86, 3.86)
H (0.33, -0.80, 4.25)
H (1.71, -2.72, 4.91)
H (0.43, -3.84, 4.44)
H (-1.08, -2.83, 6.16)
H (0.35, -3.63, 6.82)
H (-0.02, -0.62, 6.49)
H (1.48, -1.39, 7.02)
H (0.29, -2.38, 8.96)
H (-1.22, -1.64, 8.42)
H (-0.15, -0.29, 10.21)
H (-0.20, 0.62, 8.70)

The following is a DFT calculation (ωB97M-V/def2-TZVPD) of C22H39AsCoN3O2SSi3 as an isolated structure.

Properties
Gap between HOMO and LUMO (spin up / spin down) = 0.24655 / 0.26073 hartree
Net charge = +1
Expectation value of S² = 0.774
Spin multiplicity = 2

CARTESIAN COORDINATES (ANGSTROEM)
Co (-0.55, 1.75, -0.68)
O (-4.75, -1.41, 3.63)
C (-5.04, -1.43, 2.26)
C (-4.09, -0.53, 1.52)
C (-4.25, -0.26, 0.16)
C (-3.31, 0.53, -0.47)
N (-2.25, 1.04, 0.14)
C (-2.13, 0.84, 1.48)
C (-3.03, 0.05, 2.18)
C (-1.01, 1.53, 2.12)
C (-0.81, 1.55, 3.50)
C (0.26, 2.27, 4.03)
C (0.58, 2.15, 5.49)
O (0.90, 0.82, 5.82)
C (1.05, 3.00, 3.14)
C (0.81, 2.90, 1.79)
N (-0.17, 2.16, 1.28)
H (-5.36, -1.99, 4.10)
H (-6.07, -1.11, 2.05)
H (-4.93, -2.45, 1.84)
H (-5.10, -0.64, -0.38)
H (-3.42, 0.77, -1.52)
H (-2.92, -0.12, 3.24)
H (-1.45, 1.01, 4.17)
H (-0.30, 2.39, 6.09)
H (1.39, 2.84, 5.76)
H (1.77, 0.60, 5.46)
H (1.86, 3.61, 3.50)
H (1.42, 3.43, 1.07)
S (0.92, 5.58, -2.34)
C (0.26, 4.20, -1.99)
N (-0.19, 3.12, -1.77)
C (2.21, 1.46, -4.02)
Si (2.75, 0.55, -2.43)
C (3.91, -0.90, -2.86)
C (3.52, 1.75, -1.16)
As (0.72, -0.14, -1.33)
Si (1.28, -1.59, 0.50)
C (2.48, -2.97, -0.06)
C (2.02, -0.54, 1.91)
C (-0.33, -2.40, 1.15)
Si (-0.51, -1.43, -2.93)
C (-1.88, -2.43, -2.06)
C (-1.27, -0.08, -4.05)
C (0.65, -2.59, -3.91)
H (2.99, 2.12, -4.39)
H (1.33, 2.07, -3.82)
H (1.97, 0.76, -4.82)
H (4.81, -0.54, -3.36)
H (3.44, -1.61, -3.52)
H (4.24, -1.44, -1.98)
H (4.35, 2.31, -1.57)
H (3.86, 1.22, -0.28)
H (2.76, 2.47, -0.85)
H (3.51, -2.63, -0.08)
H (2.22, -3.32, -1.05)
H (2.43, -3.82, 0.62)
H (2.59, 0.31, 1.53)
H (2.68, -1.12, 2.54)
H (1.23, -0.15, 2.54)
H (-0.57, -3.31, 0.60)
H (-1.18, -1.73, 1.05)
H (-0.24, -2.66, 2.20)
H (-2.35, -1.85, -1.26)
H (-1.50, -3.34, -1.62)
H (-2.66, -2.72, -2.76)
H (-1.69, 0.72, -3.44)
H (-2.05, -0.46, -4.70)
H (-0.50, 0.36, -4.68)
H (1.34, -3.11, -3.25)
H (1.24, -2.04, -4.63)
H (0.09, -3.34, -4.45)

The following is a DFT calculation (ωB97M-V/def2-TZVPD) of C22H39CdN4O2Si3 as an isolated structure.

Properties
Gap between HOMO and LUMO = 0.22477 hartree
Net charge = -1

CARTESIAN COORDINATES (ANGSTROEM)
Cd (-15.89, 1.91, 12.26)
C (-14.05, -1.28, 15.14)
Si (-15.38, 0.06, 15.02)
C (-14.66, 1.78, 15.42)
C (-16.63, -0.33, 16.39)
N (-16.15, 0.18, 13.49)
C (-16.98, -0.75, 12.83)
C (-17.11, -2.02, 13.26)
C (-17.80, -3.07, 12.62)
C (-18.47, -2.69, 11.49)
C (-18.36, -1.39, 11.00)
C (-17.61, -0.37, 11.60)
N (-17.35, 0.84, 11.04)
Si (-17.80, 1.58, 9.59)
C (-19.45, 1.26, 8.77)
C (-16.55, 1.29, 8.17)
C (-17.84, 3.46, 9.87)
H (-13.67, -1.23, 16.17)
H (-13.22, -1.17, 14.42)
H (-14.49, -2.26, 14.85)
H (-14.27, 1.87, 16.45)
H (-15.37, 2.58, 15.26)
H (-13.84, 1.95, 14.76)
H (-16.27, -0.19, 17.41)
H (-17.00, -1.37, 16.34)
H (-17.54, 0.18, 16.25)
H (-16.70, -2.23, 14.24)
H (-17.80, -4.09, 13.06)
H (-19.09, -3.43, 10.99)
H (-18.83, -1.13, 10.04)
H (-19.36, 0.47, 8.02)
H (-19.82, 2.15, 8.28)
H (-20.27, 0.98, 9.47)
H (-16.47, 0.24, 7.83)
H (-15.57, 1.73, 8.36)
H (-16.96, 1.89, 7.37)
H (-17.40, 3.93, 9.01)
H (-17.31, 3.82, 10.75)
H (-18.89, 3.79, 10.04)
C (-13.09, 2.87, 10.40)
Si (-14.42, 3.77, 11.51)
C (-14.92, 5.30, 10.49)
C (-13.30, 4.46, 12.88)
H (-12.34, 3.67, 10.07)
H (-13.49, 2.45, 9.46)
H (-12.67, 2.05, 10.96)
H (-14.06, 5.82, 10.14)
H (-15.56, 6.03, 11.02)
H (-15.52, 4.98, 9.61)
H (-12.49, 5.01, 12.49)
H (-12.80, 3.61, 13.41)
H (-13.79, 5.07, 13.66)
O (-10.90, 1.02, 4.90)
C (-10.20, 0.20, 5.80)
N (-10.79, 0.06, 7.06)
C (-11.70, -0.96, 7.28)
O (-11.85, -1.85, 6.46)
C (-12.44, -0.90, 8.59)
C (-13.72, -1.44, 8.59)
C (-14.45, -1.36, 9.78)
C (-13.88, -0.78, 10.91)
N (-12.65, -0.36, 10.93)
C (-11.94, -0.30, 9.74)
H (-11.87, 0.84, 4.93)
H (-9.23, 0.64, 5.85)
H (-10.16, -0.81, 5.37)
H (-10.94, 0.87, 7.67)
H (-14.10, -1.92, 7.69)
H (-15.49, -1.67, 9.89)
H (-14.42, -0.82, 11.84)
H (-10.97, 0.19, 9.87)

The following is a DFT calculation (ωB97M-V/def2-TZVPD) of an isolated ion of composition C22H39F7N3O8P2S and charge +1.

Properties
SMILES = CCCO[C@@H]1[C@@H](CCF)N(CSCC)[C@H]([PH2]=N)[C@](C(=O)C(F)(F)C(F)(F)C(F)(F)C(=O)O)(P(=O)(O)O)[N@@H+]1CCCCOC
Gap between HOMO and LUMO = 0.28654 hartree
Net charge = +1

CARTESIAN COORDINATES (ANGSTROEM)
C (3.82, 2.13, 2.83)
C (3.50, 2.83, 1.50)
C (2.04, 3.23, 1.40)
O (1.19, 2.09, 1.17)
C (1.13, 1.65, -0.12)
C (0.07, 2.31, -1.02)
C (0.55, 2.21, -2.49)
C (-0.43, 1.91, -3.61)
F (-0.73, 0.56, -3.60)
N (-1.25, 1.76, -0.72)
C (-2.39, 2.58, -1.10)
S (-3.66, 1.61, -1.97)
C (-4.43, 2.95, -2.93)
C (-5.87, 2.57, -3.28)
C (-1.45, 1.02, 0.51)
P (-1.74, 2.27, 1.93)
N (-3.26, 2.48, 2.19)
C (-0.45, -0.20, 0.64)
C (-1.06, -1.32, -0.31)
O (-1.33, -0.99, -1.41)
C (-1.32, -2.84, 0.03)
F (-1.67, -3.40, -1.14)
F (-0.20, -3.43, 0.43)
C (-2.50, -3.06, 1.02)
F (-3.21, -1.89, 1.02)
F (-2.05, -3.25, 2.25)
C (-3.49, -4.20, 0.64)
F (-4.24, -3.80, -0.41)
F (-4.30, -4.36, 1.69)
C (-2.78, -5.55, 0.36)
O (-1.84, -5.87, 1.01)
O (-3.35, -6.30, -0.58)
P (-0.23, -0.64, 2.46)
O (0.68, 0.25, 3.17)
O (-1.71, -0.73, 3.02)
O (0.23, -2.16, 2.39)
N (0.86, 0.16, -0.06)
C (2.06, -0.63, 0.42)
C (3.18, -0.65, -0.64)
C (3.39, -2.05, -1.22)
C (3.95, -3.04, -0.21)
O (5.25, -2.59, 0.13)
C (5.76, -3.20, 1.30)
H (4.64, 1.42, 2.72)
H (4.14, 2.87, 3.58)
H (2.95, 1.60, 3.22)
H (4.10, 3.74, 1.38)
H (3.79, 2.18, 0.66)
H (1.69, 3.64, 2.35)
H (1.87, 4.00, 0.64)
H (2.09, 1.75, -0.64)
H (0.08, 3.37, -0.74)
H (1.05, 3.16, -2.72)
H (1.34, 1.44, -2.60)
H (0.04, 2.13, -4.57)
H (-1.37, 2.47, -3.54)
H (-2.06, 3.39, -1.75)
H (-2.86, 3.03, -0.22)
H (-4.42, 3.85, -2.31)
H (-3.84, 3.14, -3.83)
H (-6.33, 3.35, -3.89)
H (-5.90, 1.63, -3.84)
H (-6.46, 2.45, -2.37)
H (-2.43, 0.54, 0.44)
H (-1.04, 3.39, 1.43)
H (-1.03, 1.94, 3.08)
H (-3.92, 1.96, 1.62)
H (-3.84, -5.77, -1.23)
H (-2.47, -0.38, 2.53)
H (0.12, -2.61, 3.24)
H (0.73, -0.11, -1.05)
H (1.69, -1.65, 0.56)
H (2.36, -0.20, 1.37)
H (4.11, -0.33, -0.17)
H (2.95, 0.04, -1.46)
H (2.44, -2.46, -1.60)
H (4.08, -2.00, -2.07)
H (3.32, -3.10, 0.70)
H (3.97, -4.05, -0.64)
H (5.90, -4.28, 1.17)
H (6.72, -2.74, 1.51)
H (5.09, -3.03, 2.16)